Here is a single C19H18N2O3 molecule at a distorted geometry from OMol25. Energies are from ωB97M-V with the def2-TZVPD basis set.

Geometry as XYZ:
```
42
Properties=species:S:1:pos:R:3:mulliken_charge:R:1
C 2.7468 -0.8236 -0.0933 0.287
H 3.0050 -2.0709 1.6378 0.339
H -5.7448 2.7940 1.5594 0.380
O 0.7360 -0.7420 -1.4216 -0.240
C -3.1213 2.2402 -1.4129 -1.671
C 4.7534 -0.9322 1.2293 -0.539
H -2.3908 -0.3438 -1.4776 0.577
H -3.9686 2.6587 -1.9551 0.338
C 5.3706 0.0088 0.3983 0.884
H 5.1061 1.2551 -1.3415 0.382
C -3.5710 1.1450 -0.4957 0.754
C -0.6277 -2.1148 -0.4938 0.477
C -3.4680 -1.1755 0.1658 0.569
C 1.3919 -1.2536 -0.3628 0.449
O 6.6436 0.3410 0.7267 -0.451
H 2.8179 0.5179 -1.7571 0.453
H -2.3991 1.8636 -2.1316 0.376
C 0.5628 -2.1510 0.2686 -0.449
H -5.6155 0.5401 2.1244 0.321
C -4.4913 1.4026 0.5243 1.042
H 6.8280 2.2506 -0.0676 0.336
C -4.3969 -0.9217 1.1704 -0.858
C 4.6600 0.5288 -0.6807 -0.329
H -4.2458 3.4893 0.9331 0.319
H 8.3156 1.3789 0.3768 0.236
O -1.6178 -4.2215 -0.2507 -0.634
H 5.3179 -1.3258 2.0595 0.429
H 7.4343 0.9250 -1.1022 0.339
C 7.3286 1.2773 -0.0714 -0.828
C -1.7864 -3.0166 -0.2609 0.122
C 3.4639 -1.3424 0.9887 -0.728
H -3.6724 -3.2089 0.2868 0.248
C -4.8958 0.3547 1.3399 -1.064
H 0.7492 -2.7505 1.1330 0.477
N -0.5005 -1.2798 -1.4956 -0.574
H -2.6603 3.0486 -0.8462 0.354
C -5.0459 2.7789 0.7271 -1.435
H -4.7235 -1.7233 1.8174 0.393
C 3.3645 0.1141 -0.9187 -0.759
C -3.0800 -0.1402 -0.6738 -0.515
N -3.0070 -2.4938 0.0114 -0.129
H -5.5658 3.1185 -0.1682 0.318
```

As for the strongest force on any atom: 0.02693 Eh/bohr. As for the SMILES: COc1ccc(-c2cc(C(=O)Nc3ccc(C)c(C)c3)no2)cc1. The value obtained for the energy relative to the best compared isomer or geometry (same formula, charge and spin) is 71.8 kcal/mol. The net charge is 0. The highest occupied orbital energy is -8.31 eV.